Density functional theory data (ωB97M-V/def2-TZVPD) for a cluster of 12 separate species, C96H200N8O8 in total.

Last columns: bonded neighbours and bond lengths (Å).
Element x y z (Å)
1 C 14.61919 17.42606 20.85321  C2 1.555, H7 1.073, H8 1.058, H9 1.098
2 C 15.83072 18.38143 21.04939  C1 1.555, C3 1.483, H10 1.121, H11 1.084
3 C 15.53078 19.69701 20.43450  C2 1.483, C4 1.520, H12 1.098, H13 1.114
4 C 14.49622 20.61211 21.06815  C3 1.520, C5 1.509, H14 1.135, H15 1.097
5 C 14.40888 21.92830 20.33480  C4 1.509, C6 1.482, H16 1.089, H17 1.104
6 C 15.41521 22.89770 20.82913  C5 1.482, H18 1.103, H19 1.083, H20 1.104
7 H 13.70530 17.85742 21.21422  C1 1.073
8 H 14.79759 16.61046 21.50240  C1 1.058
9 H 14.53948 17.10833 19.80556  C1 1.098
10 H 15.99788 18.45418 22.15524  C2 1.121
11 H 16.63940 17.83236 20.58140  C2 1.084
12 H 15.16808 19.51989 19.41311  C3 1.098
13 H 16.50381 20.22333 20.30187  C3 1.114
14 H 13.45057 20.17162 21.04488  C4 1.135
15 H 14.69516 20.79307 22.13207  C4 1.097
16 H 14.50392 21.89646 19.25020  C5 1.089
17 H 13.42639 22.38891 20.53645  C5 1.104
18 H 16.45697 22.56159 20.69237  C6 1.103
19 H 15.25747 23.86787 20.37490  C6 1.083
20 H 15.25558 23.14068 21.89409  C6 1.104
21 C 16.14876 10.79384 14.85884  C22 1.486, H27 1.120, H28 1.105, H29 1.110
22 C 15.33998 11.99395 14.52312  C21 1.486, C23 1.557, H30 1.119, H31 1.104
23 C 16.31159 13.09294 14.00008  C22 1.557, C24 1.627, H32 1.083, H33 1.112
24 C 15.51774 14.42977 13.52017  C23 1.627, C25 1.514, H34 1.105, H35 1.100
25 C 14.64372 14.22352 12.30131  C24 1.514, C26 1.534, H36 1.107, H37 1.088
26 C 15.45112 13.78825 11.07218  C25 1.534, H38 1.084, H39 1.117, H40 1.088
27 H 15.61630 9.92552 15.32375  C21 1.120
28 H 16.97159 10.99894 15.56684  C21 1.105
29 H 16.60106 10.45683 13.90304  C21 1.110
30 H 14.56278 11.79629 13.74231  C22 1.119
31 H 14.79333 12.27416 15.44005  C22 1.104
32 H 16.91410 12.76540 13.16234  C23 1.083
33 H 17.03349 13.29931 14.82052  C23 1.112
34 H 14.93572 14.80169 14.38218  C24 1.105
35 H 16.30565 15.17005 13.31639  C24 1.100
36 H 13.85831 13.49214 12.57287  C25 1.107
37 H 14.10255 15.14633 12.10169  C25 1.088
38 H 14.86536 13.73651 10.16145  C26 1.084
39 H 16.40238 14.34444 10.88761  C26 1.117
40 H 15.72830 12.76587 11.32167  C26 1.088
41 C 12.15203 16.68892 16.45187  C42 1.550, H47 1.117, H48 1.099, H49 1.092
42 C 11.51858 18.03240 16.00977  C41 1.550, C43 1.542, H50 1.110, H51 1.085
43 C 12.21711 19.14692 16.81422  C42 1.542, C44 1.513, H52 1.116, H53 1.097
44 C 11.60816 20.51602 16.60158  C43 1.513, C45 1.559, H54 1.088, H55 1.110
45 C 12.43088 21.75014 17.08238  C44 1.559, C46 1.569, H56 1.101, H57 1.114
46 C 11.68167 23.03336 16.57977  C45 1.569, H58 1.075, H59 1.074, H60 1.091
47 H 11.60674 15.82108 16.00860  C41 1.117
48 H 12.17958 16.59391 17.54668  C41 1.099
49 H 13.18632 16.68138 16.10223  C41 1.092
50 H 11.66518 18.18150 14.91972  C42 1.110
51 H 10.44505 17.98867 16.15867  C42 1.085
52 H 13.30706 19.09620 16.57824  C43 1.116
53 H 12.05774 18.87770 17.86543  C43 1.097
54 H 11.44572 20.61645 15.53036  C44 1.088
55 H 10.60197 20.51310 17.07140  C44 1.110
56 H 12.55369 21.74872 18.17618  C45 1.101
57 H 13.45361 21.70488 16.64388  C45 1.114
58 H 12.24364 23.86846 16.95597  C46 1.075
59 H 11.61433 22.98936 15.50921  C46 1.074
60 H 10.69158 23.20877 17.00257  C46 1.091
61 C 15.78446 16.12455 16.86522  C62 1.544, H67 1.084, H68 1.100, H69 1.093
62 C 17.14595 16.77376 16.53345  C61 1.544, C63 1.551, H70 1.107, H71 1.073
63 C 17.54036 17.57194 17.80358  C62 1.551, C64 1.515, H72 1.102, H73 1.110
64 C 18.96258 18.09138 17.86335  C63 1.515, C65 1.532, H74 1.104, H75 1.099
65 C 19.31031 18.30284 19.33995  C64 1.532, C66 1.595, H76 1.121, H77 1.105
66 C 20.67606 19.10794 19.51164  C65 1.595, H78 1.075, H79 1.072, H80 1.079
67 H 15.78607 15.39963 17.67102  C61 1.084
68 H 15.42381 15.61961 15.95690  C61 1.100
69 H 15.07536 16.93759 17.04047  C61 1.093
70 H 17.89148 16.02595 16.20179  C62 1.107
71 H 17.00346 17.36667 15.65004  C62 1.073
72 H 17.40311 16.92979 18.68861  C63 1.102
73 H 16.75299 18.33480 17.97900  C63 1.110
74 H 19.70238 17.37184 17.47216  C64 1.104
75 H 19.04342 18.98872 17.23485  C64 1.099
76 H 18.48644 18.85596 19.86064  C65 1.121
77 H 19.37986 17.36583 19.92173  C65 1.105
78 H 21.47183 18.68358 18.92706  C66 1.075
79 H 20.46730 20.12302 19.23610  C66 1.072
80 H 20.95992 19.01939 20.54922  C66 1.079
81 C 19.39275 21.91480 22.41895  C82 1.486, H92 1.104, H93 1.068, H94 1.109
82 C 19.86600 23.20572 21.85400  C81 1.486, C83 1.498, N87 1.492, C91 1.550
83 C 18.96395 24.35488 22.18384  C82 1.498, C84 1.548, H95 1.082, H96 1.101
84 C 19.54234 25.76719 21.92645  C83 1.548, C85 1.535, H97 1.094, H98 1.089
85 C 20.77220 25.77054 22.84418  C84 1.535, C86 1.486, H99 1.127, H100 1.079
86 C 21.81851 24.79484 22.44367  C85 1.486, N87 1.510, C89 1.571, C90 1.499
87 N 21.28528 23.39195 22.27469  C82 1.492, C86 1.510, O88 1.207
88 O 22.04094 22.45018 22.26945  N87 1.207
89 C 22.50655 25.16728 21.08141  C86 1.571, H101 1.102, H102 1.107, H103 1.109
90 C 22.88089 24.60588 23.48404  C86 1.499, H104 1.083, H105 1.110, H106 1.095
91 C 19.99545 22.99452 20.32350  C82 1.550, H107 1.108, H108 1.072, H109 1.112
92 H 19.54777 21.84657 23.50946  C81 1.104
93 H 19.83811 21.12457 21.85448  C81 1.068
94 H 18.29461 21.86578 22.26898  C81 1.109
95 H 18.02161 24.18751 21.67884  C83 1.082
96 H 18.68957 24.28832 23.24804  C83 1.101
97 H 18.83973 26.52175 22.29341  C84 1.094
98 H 19.80246 25.97112 20.88840  C84 1.089
99 H 20.36382 25.45090 23.84512  C85 1.127
100 H 21.28453 26.67790 23.12584  C85 1.079
101 H 23.11611 26.08418 21.11384  C89 1.102
102 H 23.25437 24.35711 20.98655  C89 1.107
103 H 21.82203 25.30957 20.22065  C89 1.109
104 H 23.53605 23.81407 23.14182  C90 1.083
105 H 23.51576 25.49700 23.66934  C90 1.110
106 H 22.31998 24.45400 24.41154  C90 1.095
107 H 19.04335 22.56541 19.95391  C91 1.108
108 H 20.70523 22.20537 20.16967  C91 1.072
109 H 20.17036 23.94491 19.77402  C91 1.112
110 C 21.13974 24.45118 13.36090  C111 1.566, H121 1.106, H122 1.108, H123 1.085
111 C 21.98469 24.32781 14.67336  C110 1.566, C112 1.491, N116 1.517, C120 1.551
112 C 21.37060 25.17916 15.73253  C111 1.491, C113 1.526, H124 1.108, H125 1.106
113 C 22.01192 24.85531 17.07891  C112 1.526, C114 1.514, H126 1.099, H127 1.117
114 C 21.74080 23.40121 17.40011  C113 1.514, C115 1.514, H128 1.104, H129 1.092
115 C 22.41779 22.46229 16.42390  C114 1.514, N116 1.493, C118 1.516, C119 1.511
116 N 21.97892 22.85900 15.05287  C111 1.517, C115 1.493, O117 1.195
117 O 22.06976 22.06081 14.16781  N116 1.195
118 C 23.93317 22.48315 16.46586  C115 1.516, H130 1.099, H131 1.087, H132 1.083
119 C 21.98616 21.03492 16.66780  C115 1.511, H133 1.079, H134 1.098, H135 1.104
120 C 23.42530 24.81360 14.36649  C111 1.551, H136 1.090, H137 1.088, H138 1.115
121 H 20.89915 25.52454 13.24850  C110 1.106
122 H 20.17842 23.93163 13.54586  C110 1.108
123 H 21.68350 24.08688 12.49544  C110 1.085
124 H 21.51167 26.24516 15.46327  C112 1.108
125 H 20.27372 25.05581 15.80009  C112 1.106
126 H 21.52458 25.41110 17.89276  C113 1.099
127 H 23.04551 25.27826 17.06334  C113 1.117
128 H 20.65276 23.24302 17.30001  C114 1.104
129 H 21.95838 23.12572 18.43385  C114 1.092
130 H 24.25991 22.04324 17.41844  C118 1.099
131 H 24.30296 21.88531 15.63699  C118 1.087
132 H 24.31475 23.48948 16.59082  C118 1.083
133 H 22.40649 20.46721 15.85181  C119 1.079
134 H 22.41287 20.66329 17.60891  C119 1.098
135 H 20.88460 20.99555 16.72877  C119 1.104
136 H 23.99101 24.03868 13.84960  C120 1.090
137 H 23.98970 25.15177 15.23285  C120 1.088
138 H 23.41092 25.70355 13.69435  C120 1.115
139 C 15.68575 20.60171 16.68400  C140 1.457, H150 1.080, H151 1.098, H152 1.121
140 C 16.84916 21.47650 16.63127  C139 1.457, C141 1.469, N145 1.512, C149 1.510
141 C 17.68306 21.05602 15.49702  C140 1.469, C142 1.508, H153 1.100, H154 1.126
142 C 18.56512 22.16691 14.98588  C141 1.508, C143 1.520, H155 1.100, H156 1.097
143 C 17.68162 23.27956 14.44473  C142 1.520, C144 1.479, H157 1.083, H158 1.130
144 C 16.91442 23.88947 15.55246  C143 1.479, N145 1.511, C147 1.530, C148 1.494
145 N 16.21931 22.82652 16.37080  C140 1.512, C144 1.511, O146 1.190
146 O 15.38996 23.19290 17.14137  N145 1.190
147 C 17.74932 24.75799 16.49599  C144 1.530, H159 1.080, H160 1.115, H161 1.114
148 C 15.80886 24.68859 14.94341  C144 1.494, H162 1.107, H163 1.054, H164 1.099
149 C 17.56335 21.59594 17.95646  C140 1.510, H165 1.083, H166 1.134, H167 1.099
150 H 15.12537 20.61652 17.60662  C139 1.080
151 H 16.02538 19.55808 16.66950  C139 1.098
152 H 15.01445 20.69972 15.79120  C139 1.121
153 H 18.26323 20.15509 15.74434  C141 1.100
154 H 17.07108 20.67670 14.63171  C141 1.126
155 H 19.07692 21.72910 14.11585  C142 1.100
156 H 19.34696 22.55546 15.65032  C142 1.097
157 H 17.04609 22.73483 13.75796  C143 1.083
158 H 18.26756 23.99645 13.79666  C143 1.130
159 H 18.16843 25.58900 15.94882  C147 1.080
160 H 17.06328 25.06471 17.31929  C147 1.115
161 H 18.62225 24.28512 17.00027  C147 1.114
162 H 15.15872 23.99560 14.37571  C148 1.107
163 H 15.27969 25.10127 15.75651  C148 1.054
164 H 16.30092 25.49234 14.37763  C148 1.099
165 H 16.95689 22.20728 18.61289  C149 1.083
166 H 18.54769 22.10116 17.70924  C149 1.134
167 H 17.81985 20.60990 18.36959  C149 1.099
168 C 22.41431 18.61278 13.42937  C169 1.509, H179 1.088, H180 1.085, H181 1.080
169 C 20.91478 18.60722 13.25621  C168 1.509, C170 1.533, N174 1.427, C178 1.499
170 C 20.59128 19.95128 12.59332  C169 1.533, C171 1.488, H182 1.076, H183 1.099
171 C 19.17424 19.99144 12.14009  C170 1.488, C172 1.516, H184 1.116, H185 1.101
172 C 18.99918 18.93608 11.06633  C171 1.516, C173 1.533, H186 1.093, H187 1.110
173 C 19.42812 17.52277 11.47839  C172 1.533, N174 1.491, C176 1.490, C177 1.517
174 N 20.69099 17.60259 12.26772  C169 1.427, C173 1.491, O175 1.277
175 O 21.19232 16.46210 12.54708  N174 1.277
176 C 18.36835 16.84021 12.27245  C173 1.490, H188 1.099, H189 1.093, H190 1.104
177 C 19.67038 16.76982 10.18353  C173 1.517, H191 1.073, H192 1.096, H193 1.108
178 C 20.23021 18.41409 14.57607  C169 1.499, H194 1.094, H195 1.066, H196 1.071
179 H 22.87272 18.76274 12.45460  C168 1.088
180 H 22.78297 17.65432 13.78092  C168 1.085
181 H 22.73531 19.40708 14.08638  C168 1.080
182 H 20.80234 20.74419 13.28888  C170 1.076
183 H 21.22047 20.16648 11.71873  C170 1.099
184 H 18.95258 21.00851 11.73745  C171 1.116
185 H 18.46672 19.77396 12.95554  C171 1.101
186 H 19.59974 19.30650 10.23162  C172 1.093
187 H 17.96950 18.87082 10.65565  C172 1.110
188 H 18.83810 15.87364 12.50386  C176 1.099
189 H 18.16603 17.49179 13.12601  C176 1.093
190 H 17.48952 16.76961 11.60828  C176 1.104
191 H 20.71513 16.82724 9.94593  C177 1.073
192 H 19.29205 15.74724 10.29207  C177 1.096
193 H 19.17878 17.32608 9.36124  C177 1.108
194 H 20.66428 19.14322 15.26661  C178 1.094
195 H 20.38444 17.43113 14.95850  C178 1.066
196 H 19.17322 18.58342 14.54889  C178 1.071
197 C 15.61993 10.87890 18.99304  C198 1.535, H208 1.108, H209 1.083, H210 1.073
198 C 16.85702 11.73412 19.29956  C197 1.535, C199 1.491, N203 1.441, C207 1.541
199 C 16.85731 12.94599 18.43094  C198 1.491, C200 1.570, H211 1.096, H212 1.081
200 C 17.83779 14.03163 19.00135  C199 1.570, C201 1.528, H213 1.086, H214 1.086
201 C 17.40924 14.27632 20.44760  C200 1.528, C202 1.483, H215 1.100, H216 1.116
202 C 17.36949 13.10585 21.35697  C201 1.483, N203 1.402, C205 1.540, C206 1.527
203 N 16.85078 11.96876 20.72143  C198 1.441, C202 1.402, O204 1.256
204 O 16.58201 10.92228 21.36142  N203 1.256
205 C 18.77340 12.68048 21.82516  C202 1.540, H217 1.059, H218 1.074, H219 1.088
206 C 16.54201 13.37480 22.61240  C202 1.527, H220 1.104, H221 1.098, H222 1.093
207 C 18.06527 10.84399 18.94775  C198 1.541, H223 1.090, H224 1.112, H225 1.095
208 H 15.49822 10.90074 17.89179  C197 1.108
209 H 14.80879 11.34832 19.53587  C197 1.083
210 H 15.83067 9.88973 19.35154  C197 1.073
211 H 17.07395 12.56677 17.42618  C199 1.096
212 H 15.89579 13.43846 18.40156  C199 1.081
213 H 17.91282 14.94537 18.41856  C200 1.086
214 H 18.86237 13.67155 18.99911  C200 1.086
215 H 16.45263 14.81596 20.38004  C201 1.100
216 H 18.07588 14.99852 20.97660  C201 1.116
217 H 18.66534 11.75539 22.32978  C205 1.059
218 H 19.51387 12.68430 21.04751  C205 1.074
219 H 19.16008 13.43522 22.50664  C205 1.088
220 H 16.95250 14.28975 23.07318  C206 1.104
221 H 15.53426 13.53714 22.20910  C206 1.098
222 H 16.65013 12.49837 23.25668  C206 1.093
223 H 19.00645 11.37648 19.08265  C207 1.090
224 H 17.99452 10.57960 17.86983  C207 1.112
225 H 17.98743 9.90205 19.50111  C207 1.095
226 C 24.19612 18.25508 20.83112  C227 1.513, H237 1.096, H238 1.091, H239 1.106
227 C 25.13669 19.33666 20.34779  C226 1.513, C228 1.463, N232 1.512, C236 1.556
228 C 26.17169 19.64226 21.33594  C227 1.463, C229 1.497, H240 1.131, H241 1.072
229 C 27.29095 18.65184 21.42841  C228 1.497, C230 1.550, H242 1.097, H243 1.117
230 C 27.90601 18.51343 20.01266  C229 1.550, C231 1.562, H244 1.119, H245 1.113
231 C 26.89895 18.21506 18.85720  C230 1.562, N232 1.435, C234 1.550, C235 1.538
232 N 25.69122 18.97986 18.98689  C227 1.512, C231 1.435, O233 1.238
233 O 24.92276 19.11583 18.02640  N232 1.238
234 C 27.52246 18.60122 17.49144  C231 1.550, H246 1.088, H247 1.131, H248 1.120
235 C 26.52147 16.72480 18.82239  C231 1.538, H249 1.095, H250 1.089, H251 1.088
236 C 24.24358 20.58818 20.10712  C227 1.556, H252 1.075, H253 1.087, H254 1.091
237 H 23.30626 18.04324 20.22831  C226 1.096
238 H 23.89008 18.57131 21.82922  C226 1.091
239 H 24.73354 17.30431 21.00513  C226 1.106
240 H 26.71904 20.57110 20.99451  C228 1.131
241 H 25.84021 20.00193 22.29032  C228 1.072
242 H 27.00967 17.71919 21.93245  C229 1.097
243 H 28.05461 19.03633 22.14711  C229 1.117
244 H 28.70052 17.72540 20.01786  C230 1.119
245 H 28.47072 19.43986 19.76276  C230 1.113
246 H 26.80653 18.39689 16.69756  C234 1.088
247 H 27.82195 19.69177 17.51372  C234 1.131
248 H 28.46766 18.00120 17.45621  C234 1.120
249 H 27.35264 16.18899 18.35208  C235 1.095
250 H 26.43146 16.42116 19.86450  C235 1.089
251 H 25.60019 16.61673 18.25330  C235 1.088
252 H 23.47966 20.30827 19.40416  C236 1.075
253 H 24.88958 21.38006 19.73656  C236 1.087
254 H 23.76336 20.82928 21.05638  C236 1.091
255 C 23.45096 13.77702 18.72871  C256 1.527, H266 1.101, H267 1.087, H268 1.073
256 C 22.07094 14.42936 18.68916  C255 1.527, C257 1.502, N261 1.501, C265 1.513
257 C 22.04741 15.85829 18.22817  C256 1.502, C258 1.525, H269 1.088, H270 1.093
258 C 22.27477 16.09344 16.73827  C257 1.525, C259 1.546, H271 1.078, H272 1.089
259 C 21.13230 15.31336 16.04822  C258 1.546, C260 1.503, H273 1.098, H274 1.092
260 C 21.05912 13.83771 16.32411  C259 1.503, N261 1.502, C263 1.534, C264 1.500
261 N 21.23970 13.56216 17.78953  C256 1.501, C260 1.502, O262 1.206
262 O 20.86866 12.48179 18.17704  N261 1.206
263 C 19.67284 13.36301 15.87008  C260 1.534, H275 1.088, H276 1.084, H277 1.098
264 C 22.10124 13.09634 15.53966  C260 1.500, H278 1.119, H279 1.092, H280 1.070
265 C 21.49473 14.22624 20.07299  C256 1.513, H281 1.075, H282 1.093, H283 1.093
266 H 23.32619 12.71152 18.97741  C255 1.101
267 H 23.96961 14.26499 19.54975  C255 1.087
268 H 23.94457 13.92796 17.78761  C255 1.073
269 H 21.06890 16.23403 18.51832  C257 1.088
270 H 22.81551 16.42767 18.75849  C257 1.093
271 H 23.25010 15.75628 16.42646  C258 1.078
272 H 22.27506 17.15345 16.48863  C258 1.089
273 H 21.23230 15.51502 14.97323  C259 1.098
274 H 20.20793 15.80161 16.36366  C259 1.092
275 H 18.81976 13.86053 16.32618  C263 1.088
276 H 19.61824 13.53193 14.80080  C263 1.084
277 H 19.57216 12.28629 16.06254  C263 1.098
278 H 21.95572 12.00625 15.74703  C264 1.119
279 H 21.82948 13.36564 14.51640  C264 1.092
280 H 23.10866 13.37482 15.77060  C264 1.070
281 H 22.20332 14.56603 20.80690  C265 1.075
282 H 21.31864 13.15815 20.22696  C265 1.093
283 H 20.60089 14.85376 20.11109  C265 1.093
284 C 18.44196 17.49418 23.11870  C285 1.528, H295 1.094, H296 1.097, H297 1.101
285 C 19.82071 17.11611 23.65762  C284 1.528, C286 1.486, N290 1.565, C294 1.484
286 C 20.69912 18.20549 24.15698  C285 1.486, C287 1.541, H298 1.032, H299 1.098
287 C 20.42486 18.62861 25.61285  C286 1.541, C288 1.506, H300 1.121, H301 1.093
288 C 20.29048 17.43830 26.52574  C287 1.506, C289 1.514, H302 1.098, H303 1.119
289 C 19.39150 16.28924 26.12236  C288 1.514, N290 1.502, C292 1.502, C293 1.522
290 N 19.65475 15.94656 24.68362  C285 1.565, C289 1.502, O291 1.205
291 O 19.04560 14.99546 24.26432  N290 1.205
292 C 19.74616 15.02084 26.84515  C289 1.502, H304 1.098, H305 1.085, H306 1.099
293 C 17.92587 16.63006 26.35025  C289 1.522, H307 1.103, H308 1.100, H309 1.086
294 C 20.55725 16.39920 22.58727  C285 1.484, H310 1.106, H311 1.103, H312 1.093
295 H 18.50991 18.16280 22.25517  C284 1.094
296 H 17.77187 17.95825 23.85273  C284 1.097
297 H 18.03845 16.53783 22.75178  C284 1.101
298 H 21.69143 17.92282 24.14368  C286 1.032
299 H 20.58549 19.07295 23.49284  C286 1.098
300 H 19.48373 19.23688 25.60474  C287 1.121
301 H 21.21991 19.26542 26.00960  C287 1.093
302 H 20.05916 17.65940 27.57560  C288 1.098
303 H 21.32524 17.01534 26.57202  C288 1.119
304 H 20.47018 14.47324 26.22710  C292 1.098
305 H 20.12683 15.23498 27.83853  C292 1.085
306 H 18.86328 14.37454 26.94531  C292 1.099
307 H 17.33441 15.74767 26.05373  C293 1.103
308 H 17.78627 16.75189 27.43414  C293 1.100
309 H 17.64243 17.53095 25.81463  C293 1.086
310 H 19.89029 15.60853 22.19706  C294 1.106
311 H 21.46837 15.94285 23.00911  C294 1.103
312 H 20.88666 17.01573 21.74670  C294 1.093

As for the multiplicity: 9. The value obtained for the electronic energy is -131082.94813 eV. The energy above the lowest of the compared OMol25 structures with the same formula, charge and spin is 0.0 kJ/mol. The HOMO energy (alpha / beta) is -0.256 / -0.326 hartree. Its expectation value of S² is 20.03. For the strongest force on any atom, the calculation gives 6.4 eV Å⁻¹.